30
Properties=species:S:1:pos:R:3:lowdin_charge:R:1 method="wB97M-V/def2-TZVPD" total_charge=+2 multiplicity=4 gap_ev="7.26 / 5.82" s_squared=3.79
V 0.014 -0.936 -0.470 0.297
O 0.007 2.083 -0.969 0.215
C 0.012 0.888 -0.987 -0.082
C 0.020 -3.009 -1.835 0.000
O 0.024 -4.120 -1.720 0.228
C 1.709 -0.946 -1.539 -0.031
O 2.861 -0.969 -1.778 0.227
C -1.679 -0.952 -1.525 -0.037
O -2.828 -0.977 -1.764 0.230
C 0.013 -0.230 -4.884 -0.083
H -0.939 0.333 -4.735 0.068
H 0.963 0.337 -4.733 0.068
C 0.016 -1.558 -4.903 -0.098
H 0.970 -2.141 -4.819 0.072
H -0.936 -2.144 -4.820 0.072
S 0.033 -1.937 1.635 0.826
C 0.004 -0.165 1.735 -0.804
N -1.197 0.466 1.973 0.039
C -1.306 1.317 3.173 -0.122
C -0.035 2.125 3.316 -0.141
C 1.261 1.356 3.182 -0.120
N 1.183 0.499 1.981 0.037
H -1.999 -0.143 1.777 0.144
H -1.510 0.693 4.047 0.146
H -2.176 1.955 2.992 0.143
H -0.044 2.623 4.284 0.141
H -0.043 2.885 2.533 0.131
H 1.480 0.738 4.058 0.146
H 2.115 2.019 3.003 0.143
H 2.007 -0.088 1.791 0.146

25
Properties=species:S:1:pos:R:3:lowdin_charge:R:1 method="wB97M-V/def2-TZVPD" total_charge=0 relative_energy_kj_mol=92.4 gap_ev=9.38 smiles="c1ccc(SCC2=NCCN2)cc1"
C 3.355 -1.321 0.087 -0.106
C 2.172 -1.415 -0.675 -0.081
C 1.344 -0.276 -0.893 -0.126
C 1.666 0.923 -0.269 -0.517
S 0.483 2.302 -0.540 0.874
C -0.770 1.817 0.734 -0.392
C -1.680 0.677 0.405 -0.480
N -2.095 -0.121 1.361 0.081
C -2.938 -1.082 0.654 -0.235
C -3.234 -0.481 -0.709 -0.182
N -1.976 0.306 -0.895 0.021
C 2.884 1.030 0.457 -0.085
C 3.702 -0.105 0.701 -0.082
H 3.960 -2.181 0.303 0.090
H 2.003 -2.375 -1.262 0.118
H 0.487 -0.451 -1.610 0.112
H -1.413 2.781 0.832 0.109
H -0.325 1.549 1.688 0.081
H -2.316 -1.957 0.442 0.107
H -3.932 -1.353 1.088 0.118
H -4.114 0.126 -0.732 0.093
H -3.292 -1.295 -1.523 0.133
H -1.828 1.051 -1.633 0.137
H 3.172 2.044 0.756 0.100
H 4.682 -0.194 1.232 0.113

32
Properties=species:S:1:pos:R:3:lowdin_charge:R:1 method="wB97M-V/def2-TZVPD" total_charge=-1 gap_ev=7.12 smiles="CC(=O)OC(=O)CN(CCSc1nnco1)CC(=O)[O-]"
C -2.522 2.894 2.054 -0.005
C -1.491 2.001 2.691 -0.497
O -0.656 2.431 3.432 0.132
O -1.650 0.666 2.356 0.090
C -0.572 -0.146 2.657 -0.394
O -0.244 -0.382 3.791 0.134
C 0.170 -0.808 1.513 -0.088
N -0.497 -0.688 0.203 -0.127
C -0.339 -1.982 -0.467 -0.258
C -0.854 -2.004 -1.915 -0.416
S 0.348 -2.673 -3.135 0.948
C 1.811 -1.794 -2.736 -0.742
N 2.812 -2.110 -2.012 0.069
N 3.640 -1.021 -2.037 0.053
C 3.108 -0.129 -2.750 -0.184
O 1.930 -0.564 -3.253 0.013
C 0.054 0.415 -0.591 -0.111
C 0.342 1.688 0.219 -0.715
O 1.376 1.775 0.915 -0.039
O -0.499 2.597 0.097 -0.048
H -2.094 3.875 1.903 0.084
H -2.758 2.506 1.068 0.074
H -3.404 2.958 2.692 0.080
H 1.212 -0.488 1.481 0.138
H 0.195 -1.868 1.765 0.122
H -0.940 -2.700 0.098 0.114
H 0.690 -2.359 -0.392 0.101
H -1.670 -2.722 -1.968 0.062
H -1.260 -1.059 -2.254 0.068
H 3.496 0.847 -2.942 0.134
H 0.963 0.154 -1.153 0.102
H -0.697 0.689 -1.328 0.106

27
Properties=species:S:1:pos:R:3:lowdin_charge:R:1 method="wB97M-V/def2-TZVPD" total_charge=-1 relative_energy_kj_mol=94.1 gap_ev=7.05 smiles="CCOC(C(=O)[O-])=C1C=CC(SN)C=C1"
C 2.115 -1.128 -0.909 -0.049
C 2.178 -0.140 0.307 -0.273
O 1.617 -0.652 1.445 -0.112
C 0.325 -1.283 1.360 -0.051
C 0.252 -2.815 1.579 -0.697
O -0.808 -3.210 2.127 -0.057
O 1.197 -3.497 1.236 -0.008
C -0.726 -0.416 1.142 -0.137
C -0.570 1.070 1.101 -0.068
C -1.575 1.850 0.740 -0.193
C -2.769 1.334 0.136 -0.495
S -2.508 1.503 -1.895 0.708
N -1.090 0.490 -1.764 -0.351
C -3.048 -0.080 0.327 -0.147
C -2.036 -0.898 0.733 -0.035
H 2.140 -2.093 -0.603 0.026
H 1.253 -0.942 -1.514 0.041
H 2.952 -0.920 -1.548 0.059
H 1.564 0.880 0.057 0.129
H 3.280 0.063 0.564 0.129
H 0.277 1.585 1.618 0.126
H -1.287 2.939 0.718 0.120
H -3.650 2.065 0.251 0.111
H -1.291 -0.460 -1.886 -0.002
H -0.246 0.806 -2.296 0.048
H -4.008 -0.591 -0.047 0.127
H -2.301 -1.844 0.771 0.053

29
Properties=species:S:1:pos:R:3:lowdin_charge:R:1 method="wB97M-V/def2-TZVPD" total_charge=+1 gap_ev="7.45 / 7.39"
Pt -0.426 0.716 0.299 1.258
O 2.075 -1.046 -2.525 0.209
C 1.248 -0.856 -1.533 -0.460
O 1.452 -0.046 -0.640 0.014
C 0.045 -1.786 -1.554 -0.071
O -1.115 -1.174 -1.007 -0.200
C -1.937 -0.504 -2.002 -0.070
C -1.368 0.843 -2.418 -0.591
O -1.542 1.277 -3.518 0.139
O -0.694 1.500 -1.473 -0.196
H 2.837 -0.443 -2.454 0.170
H -0.132 -2.142 -2.567 0.152
H 0.295 -2.635 -0.915 0.161
H -2.063 -1.132 -2.881 0.142
H -2.903 -0.351 -1.522 0.146
C 0.237 -0.231 6.491 -0.019
C 0.103 -0.072 5.008 -0.228
C -1.094 -0.329 4.346 0.008
C -1.173 -0.172 2.981 -0.099
N -0.123 0.230 2.246 -0.168
C 1.046 0.464 2.867 -0.093
C 1.187 0.329 4.227 0.007
H -0.705 -0.517 6.952 0.087
H 0.579 0.702 6.941 0.099
H 0.984 -0.991 6.722 0.100
H -1.969 -0.655 4.892 0.128
H -2.091 -0.372 2.444 0.121
H 1.872 0.763 2.236 0.122
H 2.147 0.537 4.681 0.132

23
Properties=species:S:1:pos:R:3:lowdin_charge:R:1 method="wB97M-V/def2-TZVPD" total_charge=0 relative_energy_kj_mol=1053.7 gap_ev=8.55 smiles=c1ccc([C@H]2CCOC2)cc1
C -0.795 3.745 0.605 -0.074
C -1.829 2.527 1.099 -0.061
C -1.323 0.972 0.802 -0.028
C 0.125 0.618 0.057 -0.092
C 0.501 -0.968 -0.122 -0.278
C -0.584 -2.125 0.329 -0.153
C 0.422 -3.428 0.034 -0.162
O 0.895 -3.052 -1.340 -0.226
C 0.847 -1.576 -1.606 -0.144
C 1.156 1.830 -0.441 -0.019
C 0.644 3.373 -0.138 -0.075
H -1.118 4.848 0.836 0.073
H -2.822 2.808 1.649 0.077
H -2.061 0.120 1.188 0.083
H 1.484 -1.103 0.498 0.145
H -0.766 -1.844 1.471 0.118
H -1.603 -2.173 -0.270 0.133
H 1.213 -3.268 0.914 0.126
H -0.104 -4.464 0.174 0.129
H 1.974 -1.349 -1.825 0.124
H 0.188 -1.263 -2.530 0.142
H 2.178 1.535 -0.934 0.089
H 1.378 4.237 -0.451 0.075

23
Properties=species:S:1:pos:R:3:lowdin_charge:R:1 method="wB97M-V/def2-TZVPD" total_charge=0 relative_energy_kj_mol=677.1 gap_ev=9.34
C -0.275 -0.619 -1.501 -0.375
C -1.214 -1.608 -0.860 -0.153
C -0.580 -2.104 0.447 -0.214
C -0.591 -0.946 1.415 -0.207
C -0.046 0.315 0.933 -0.197
C 0.606 1.277 1.735 -0.076
C 1.061 2.471 1.229 -0.153
C 1.220 2.634 -0.153 -0.160
C 0.838 1.696 -0.994 -0.065
C 0.191 0.444 -0.543 -0.044
H 0.867 -1.273 -2.757 0.006
H -0.264 -0.034 -2.445 0.153
H -1.213 -2.263 -1.861 0.135
H -2.637 -1.280 -0.775 0.225
H 0.259 -2.518 0.358 0.018
H -1.233 -3.126 0.867 0.187
H -1.884 -0.881 1.886 0.203
H -0.141 -1.204 2.384 0.097
H 0.270 1.017 3.008 0.194
H 1.356 3.419 1.895 0.138
H 1.583 3.925 -0.386 0.195
H 0.893 1.964 -1.997 0.085
O 0.934 -1.306 -1.885 0.008

23
Properties=species:S:1:pos:R:3:lowdin_charge:R:1 method="wB97M-V/def2-TZVPD" total_charge=0 relative_energy_kj_mol=728.1 gap_ev=7.92
C 2.240 -0.205 -1.261 0.029
C 2.526 1.143 -0.931 -0.061
C 0.917 -1.882 0.352 0.130
C 0.364 -0.690 0.147 -0.135
C 1.872 -0.807 0.003 -0.308
C 2.247 1.332 0.505 -0.120
C -0.939 1.323 -0.542 -0.036
C -1.180 0.087 1.643 -0.051
C -2.002 -0.952 -0.405 -0.013
C -0.872 -0.030 0.219 -0.579
O 2.174 0.201 1.038 -0.018
H 2.537 -0.751 -2.189 0.135
H 2.698 1.911 -1.650 0.076
H 0.931 -2.924 0.777 0.131
H -0.431 2.080 0.056 0.077
H -0.537 1.330 -1.528 0.069
H -1.938 1.741 -0.681 0.086
H -1.698 -0.815 1.955 0.085
H -0.241 0.206 2.170 0.086
H -1.886 1.042 1.937 0.158
H -1.803 -1.946 -0.138 0.055
H -2.942 -0.642 0.062 0.085
H -2.038 -0.752 -1.542 0.118

Result set for E: -58237.553; -24378.995; -38155.596; -29030.903; -25531.234; -12601.155; -12605.058; -12604.529 eV, one per record in the order listed.